<a>
Density functional theory data (ωB97M-V/def2-TZVPD) for a gas-phase ion, C5H10NO (charge -1).

Geometry as XYZ:
```
17
Properties=species:S:1:pos:R:3:mulliken_charge:R:1
C 1.2462 -0.1587 2.0856 -0.508
O 1.1556 -0.8007 3.2565 -0.870
C 0.2212 -0.6048 1.0163 -0.391
C 0.2841 0.1120 -0.3315 -0.196
C -0.7991 -0.4434 -1.2798 -0.610
C -1.3037 1.4994 -2.4900 -0.272
N -0.8972 0.2940 -2.5660 -0.511
H 1.1276 0.9671 2.1982 0.161
H 2.2799 -0.2697 1.5746 0.137
H -0.7837 -0.3663 1.4860 0.188
H 0.3783 -1.7223 0.8889 0.202
H 1.2977 -0.0427 -0.7716 0.178
H 0.1565 1.2320 -0.1918 0.254
H -1.7866 -0.4374 -0.8385 0.367
H -0.5474 -1.4879 -1.5000 0.328
H -1.3353 2.0922 -3.4071 0.276
H -1.6438 1.9558 -1.5316 0.265
```

As for the SMILES: C=NCCCC[O-]. As for the total charge: -1. The HOMO-LUMO gap is 5.68 eV.


<b>
Density functional theory data (ωB97M-V/def2-TZVPD) for 2 unconnected molecules or ions with the total composition C5H10NO.

Geometry as XYZ:
```
17
Properties=species:S:1:pos:R:3:mulliken_charge:R:1
C -2.8695 0.9892 0.4632 -1.147
C -1.9511 -0.1278 0.4648 -0.046
C -0.1020 -1.6330 -0.0708 -1.055
C 3.6625 1.0218 -0.6805 -0.625
C -0.9580 -0.4795 -0.3195 0.191
N 2.6341 0.1766 -0.5651 -0.330
O 2.5710 -0.6511 0.4518 -0.594
H -2.6437 1.7184 -0.3434 0.292
H -3.9271 0.9521 0.4427 0.331
H -2.3554 -0.8909 1.1835 0.179
H 0.9581 -1.1455 0.4258 0.270
H 0.3718 -2.2127 -0.9112 0.258
H -0.5011 -2.2467 0.7019 0.321
H -2.6503 1.5267 1.4478 0.224
H 4.4577 1.0406 0.0115 0.345
H 3.6994 1.7437 -1.5628 0.241
H -0.3963 0.2182 -1.1394 0.145
```

As for the total charge: -1. The HOMO-LUMO gap is 6.51 eV.


Quick one: most stable of them? <a>